A molecular structure, C2H20MgNO13 in a non-equilibrium geometry. Source: the OMol25 dataset; level of theory: ωB97M-V/def2-TZVPD.

Values from the calculation:
HOMO energy (eV): -1.7
E (hartree): -1320.94362
Frontier orbital gap (eV): 2.0

```
! wB97M-V def2-TZVPD RIJCOSX def2/J DEFGRID3
* xyz -1 1
Mg 2.372 0.200 -1.920
O 0.521 4.180 0.381
C -0.384 3.206 0.099
C -1.352 2.655 1.278
O -1.642 3.581 2.210
H 0.134 2.306 -0.278
H -0.938 3.521 -0.802
H -0.879 1.766 1.734
H -2.213 2.110 0.852
N 0.311 -1.030 0.273
O 1.006 -0.403 -0.558
O 0.868 -1.843 1.046
O -0.891 -0.799 0.398
O 1.552 -4.628 1.125
H 0.846 -4.937 1.699
H 1.405 -3.671 1.052
O -1.689 -1.950 3.102
H -1.133 -2.031 2.315
H -1.313 -2.567 3.735
O 2.429 2.056 -1.231
H 1.662 2.539 -0.829
H 3.159 2.687 -1.200
O 2.290 -1.644 -2.713
H 2.593 -1.936 -3.587
H 1.984 -2.452 -2.266
O 1.681 -0.747 3.642
H 1.795 -1.650 3.333
H 2.203 -0.217 3.031
O 0.707 0.835 -3.024
H 0.654 1.074 -3.957
H -0.200 0.919 -2.682
O -2.204 0.860 -2.148
H -3.094 0.835 -1.773
H -1.858 -0.032 -2.022
O -3.780 -0.758 0.048
H -3.755 -1.485 -0.580
H -2.846 -0.551 0.218
*
```

=====

A molecular structure, C49H46BBrF4N4O5P2Sr in a non-equilibrium geometry. Source: the OMol25 dataset; level of theory: ωB97M-V/def2-TZVPD.

Values from the calculation:
HOMO energy (eV): -1.8
E (hartree): -6202.27818
Frontier orbital gap (eV): 5.5

```
! wB97M-V def2-TZVPD RIJCOSX def2/J DEFGRID3
* xyz -2 1
Sr -1.268 -0.159 -0.310
N -1.316 2.278 -1.402
C -1.164 3.202 -0.289
C -2.054 2.701 0.843
O -3.337 2.634 0.487
N -1.721 2.369 2.018
C -0.378 2.237 2.456
C 0.115 0.849 1.940
O 0.255 -0.050 2.764
O 0.332 0.808 0.712
H -2.303 2.241 -1.654
H -0.782 2.577 -2.214
H -0.122 3.222 0.031
H -1.474 4.234 -0.546
H 0.304 3.010 2.071
H -0.383 2.245 3.548
Br -4.119 0.065 -3.194
C -4.632 0.489 -1.382
C -5.965 0.709 -1.166
C -6.325 1.087 0.151
C -5.363 1.338 1.061
C -3.939 1.220 0.694
N -3.647 0.554 -0.516
H -6.697 0.556 -1.942
H -7.376 1.151 0.414
H -5.581 1.623 2.081
H -3.342 0.839 1.515
C 4.021 0.539 -2.694
P 2.341 0.588 -1.811
C 2.513 2.354 -1.333
C 2.473 3.263 -2.391
C 2.607 4.620 -2.169
C 2.765 5.094 -0.877
C 2.745 4.204 0.183
C 2.610 2.845 -0.038
C 2.882 -0.365 -0.348
C 3.927 0.004 0.496
C 4.232 -0.778 1.594
C 3.512 -1.934 1.848
C 2.505 -2.327 0.985
C 2.195 -1.550 -0.115
P 3.954 -0.929 -3.822
C 2.793 -0.167 -5.015
C 3.178 0.818 -5.919
C 2.240 1.384 -6.762
C 0.913 0.985 -6.693
C 0.519 0.029 -5.773
C 1.460 -0.551 -4.939
C 5.515 -0.745 -4.780
C 6.692 -0.249 -4.229
C 7.860 -0.210 -4.971
C 7.878 -0.676 -6.275
C 6.719 -1.203 -6.825
C 5.557 -1.248 -6.081
H 4.809 0.418 -1.950
H 4.189 1.448 -3.275
H 2.329 2.891 -3.399
H 2.587 5.311 -3.000
H 2.896 6.152 -0.696
H 2.834 4.572 1.196
H 2.563 2.159 0.792
H 4.493 0.912 0.313
H 5.032 -0.476 2.262
H 3.737 -2.519 2.730
H 1.936 -3.224 1.171
H 1.401 -1.851 -0.781
H 4.211 1.141 -5.971
H 2.544 2.144 -7.472
H 0.186 1.426 -7.360
H -0.513 -0.277 -5.690
H 1.160 -1.303 -4.227
H 6.697 0.113 -3.211
H 8.765 0.188 -4.530
H 8.789 -0.633 -6.857
H 6.729 -1.582 -7.839
H 4.656 -1.663 -6.511
F -0.927 -0.790 -2.315
B -1.173 -2.108 -2.878
F -1.450 -1.952 -4.216
F -2.223 -2.673 -2.203
F -0.022 -2.842 -2.729
C -5.957 -0.560 6.777
C -4.470 -0.476 6.565
C -3.692 0.167 7.522
C -2.329 0.320 7.329
C -1.729 -0.225 6.214
C -2.481 -0.934 5.273
N -1.823 -1.517 4.207
C -2.064 -2.783 3.738
C -2.514 -3.796 4.592
C -2.684 -5.086 4.127
C -2.386 -5.409 2.814
C -1.937 -4.416 1.957
C -1.782 -3.117 2.405
C -1.531 -2.033 1.392
O -0.760 -2.246 0.445
O -2.212 -1.000 1.529
C -3.880 -1.012 5.420
C -4.723 -1.602 4.329
H -6.225 -0.187 7.765
H -6.305 -1.589 6.684
H -6.488 0.038 6.036
H -4.159 0.572 8.412
H -1.738 0.857 8.062
H -0.666 -0.120 6.048
H -1.189 -0.938 3.654
H -2.732 -3.560 5.625
H -3.042 -5.854 4.803
H -2.527 -6.419 2.456
H -1.723 -4.626 0.919
H -4.215 -1.500 3.372
H -5.679 -1.086 4.263
H -4.913 -2.664 4.497
*
```

=====

5 unconnected molecules or ions with the total composition C27H43F3N7O4S in a non-equilibrium geometry. Source: the OMol25 dataset; level of theory: ωB97M-V/def2-TZVPD.

Values from the calculation:
HOMO energy (eV): -12.4
E (hartree): -2436.11899
Frontier orbital gap (eV): 7.1

```
! wB97M-V def2-TZVPD RIJCOSX def2/J DEFGRID3
* xyz 1 1
C 4.028 -4.478 1.873
C 3.607 -3.347 0.801
O 3.122 -3.716 -0.301
N 3.850 -1.955 1.188
C 2.627 -1.117 1.025
C 1.902 -0.701 2.388
C 1.208 -1.883 3.203
C 0.423 -2.986 2.343
C -1.120 -2.657 2.153
C -1.448 -1.207 1.638
C -2.968 -0.846 1.440
O -3.393 0.404 0.986
C -3.954 -2.043 1.796
N -3.552 -3.314 2.215
N -2.244 -3.522 2.352
S -1.861 -5.176 2.875
O -1.233 -5.105 4.231
O -3.116 -6.009 2.989
C -0.763 -6.054 1.600
F 0.425 -6.433 2.289
F -1.451 -7.218 1.168
F -0.503 -5.260 0.466
H 4.084 -3.952 2.890
H 3.304 -5.363 1.881
H 5.104 -4.777 1.606
H 4.259 -1.872 2.127
H 1.891 -1.584 0.267
H 2.971 -0.133 0.521
H 1.222 0.214 2.189
H 2.738 -0.280 3.073
H 0.526 -1.465 4.037
H 2.048 -2.443 3.767
H 0.629 -3.994 2.872
H 0.844 -3.144 1.276
H -0.660 -0.427 1.401
H -3.452 0.419 -0.019
H -5.072 -1.829 1.651
C -2.147 4.323 -2.689
C -0.949 3.689 -1.993
C -0.746 2.222 -2.371
C -1.864 1.379 -1.941
N -2.751 0.724 -1.609
H -3.082 3.832 -2.405
H -2.229 5.377 -2.411
H -2.044 4.265 -3.775
H -1.069 3.785 -0.908
H -0.052 4.248 -2.265
H 0.174 1.858 -1.902
H -0.607 2.130 -3.451
C 5.638 0.257 6.202
C 4.855 1.256 7.046
C 3.692 1.899 6.289
C 4.149 2.709 5.154
N 4.512 3.334 4.259
H 6.104 0.739 5.339
H 6.434 -0.197 6.797
H 4.986 -0.544 5.839
H 5.537 2.028 7.415
H 4.457 0.737 7.923
H 3.131 2.537 6.978
H 3.002 1.125 5.939
C -6.856 3.111 -2.612
C -6.978 1.997 -3.645
C -5.624 1.516 -4.169
C -4.906 2.566 -4.897
N -4.343 3.398 -5.461
H -6.392 4.004 -3.039
H -7.846 3.395 -2.246
H -6.257 2.788 -1.756
H -7.602 2.342 -4.475
H -7.497 1.150 -3.186
H -5.785 0.666 -4.840
H -5.010 1.153 -3.339
C 3.111 1.423 -6.371
C 1.599 1.250 -6.451
C 0.837 2.574 -6.375
C 1.025 3.249 -5.087
N 1.185 3.780 -4.078
H 3.414 1.861 -5.416
H 3.607 0.454 -6.462
H 3.473 2.068 -7.175
H 1.270 0.580 -5.649
H 1.353 0.759 -7.397
H -0.230 2.380 -6.521
H 1.153 3.234 -7.189
*
```